(1)
Molecular formula: C3H4N2
Method: DFT, wB97M-V/def2-TZVPD

Last columns: bonded neighbours and bond lengths (Å).
Geometry (Å):
1 C 0.30647 -0.41042 -0.03168  C2 1.347, H6 1.073, N8 1.372
2 C -0.67056 0.51702 -0.04334  C1 1.347, C3 1.409, H7 1.090
3 C -2.01330 0.09280 -0.00321  C2 1.409, N9 1.163
4 H 2.30111 -0.82888 0.11181  N8 1.005
5 H 1.93021 0.90248 0.18885  N8 1.057
6 H 0.08608 -1.45925 -0.08568  C1 1.073
7 H -0.47776 1.58849 -0.09339  C2 1.090
8 N 1.64007 -0.08786 -0.04162  C1 1.372, H4 1.005, H5 1.057
9 N -3.10233 -0.31438 -0.00173  C3 1.163

LUMO energy, eV: 0.69
Calculated total energy, hartree: -226.2006
Gap between HOMO and LUMO, eV: 9.467
ΔE to the lowest compared entry with this formula, charge and spin, kJ/mol: 64.7
SMILES string: N#C/C=C/N
E_HOMO, eV: -8.78

Population analysis type Mulliken, resulting atomic charges in e: C 0.116; C -0.581; C 0.290; H 0.219; H 0.228; H 0.330; H 0.271; N -0.443; N -0.430

=====

(2)
Molecular formula: C5H8O
Method: DFT, wB97M-V/def2-TZVPD

Last columns: bonded neighbours and bond lengths (Å).
Geometry (Å):
1 C -2.27493 0.12659 0.92046  C6 1.501, H7 1.092, H8 1.084, H9 1.098
2 C 2.24376 0.37724 -0.09502  C3 1.332, H10 1.085, H11 1.079
3 C 1.17036 -0.11333 -0.71324  C2 1.332, O4 1.373, C5 1.494
4 O 1.26387 -1.15868 -1.59779  C3 1.373, H12 0.958
5 C -0.21580 0.39402 -0.48501  C3 1.494, C6 1.329, H13 1.080
6 C -0.94720 -0.30993 0.37231  C1 1.501, C5 1.329, H14 1.080
7 H -2.19627 0.97870 1.59932  C1 1.092
8 H -3.07584 0.36019 0.22875  C1 1.084
9 H -2.56396 -0.67344 1.61521  C1 1.098
10 H 3.24691 0.17426 -0.45548  C2 1.085
11 H 2.15141 1.13937 0.66248  C2 1.079
12 H 2.18981 -1.35702 -1.74058  O4 0.958
13 H -0.43552 1.34328 -0.95061  C5 1.080
14 H -0.55662 -1.28125 0.63919  C6 1.080

LUMO energy, eV: 1.01
Calculated total energy, hartree: -270.4945
Gap between HOMO and LUMO, eV: 9.812
ΔE to the lowest compared entry with this formula, charge and spin, kJ/mol: 166.4
SMILES string: C=C(O)/C=C/C
E_HOMO, eV: -8.80

Population analysis type Mulliken, resulting atomic charges in e: C -1.107; C -0.891; C 0.516; O -0.477; C -0.448; C -0.026; H 0.284; H 0.311; H 0.306; H 0.245; H 0.290; H 0.312; H 0.356; H 0.327

=====

(3)
Molecular formula: C20H73FO17P
Method: DFT, wB97M-V/def2-TZVPD

Last columns: bonded neighbours and bond lengths (Å).
Geometry (Å):
1 C 4.97734 -4.35641 -0.15283  C2 1.644, H10 1.186, H11 1.170, H12 1.186
2 C 4.12969 -5.44113 -1.05064  C1 1.644, F3 1.497, C4 1.668, H13 1.177
3 F 3.70340 -4.76343 -2.31611  C2 1.497
4 C 2.82251 -6.09089 -0.24376  C2 1.668, C5 1.640, H14 1.182, H15 1.193
5 C 1.61257 -5.00780 -0.01671  C4 1.640, C6 1.669, O9 1.495, H16 1.182
6 C 0.33047 -5.43489 0.96349  C5 1.669, O7 1.501, H17 1.178, H18 1.194
7 O -0.44760 -4.15387 1.03788  C6 1.501, P8 1.776
8 P -0.24485 -3.29731 -0.50436  O7 1.776, O9 1.777, H19 1.469, H20 1.468, H21 1.459, H22 1.468
9 O 0.90224 -4.45554 -1.21071  C5 1.495, P8 1.777
10 H 4.95154 -3.25816 -0.60063  C1 1.186
11 H 4.58594 -4.42725 0.94799  C1 1.170
12 H 6.11646 -4.68517 -0.18627  C1 1.186
13 H 4.86413 -6.31705 -1.33072  C2 1.177
14 H 2.44052 -6.98493 -0.91624  C4 1.182
15 H 3.21895 -6.47387 0.81393  C4 1.193
16 H 2.14081 -4.19361 0.65787  C5 1.182
17 H 0.67154 -5.91718 1.98260  C6 1.178
18 H -0.44412 -6.14303 0.39509  C6 1.194
19 H -0.99192 -2.12257 -0.03525  P8 1.469
20 H 0.90908 -2.49932 -0.07382  P8 1.468
21 H -0.03637 -2.59518 -1.76573  P8 1.459
22 H -1.44602 -3.89826 -1.09738  P8 1.468
23 C -3.57217 -0.48290 0.94973  O24 1.416, H25 1.093, H26 1.093, H27 1.093
24 O -2.63591 -0.89006 -0.03106  C23 1.416, H28 0.972
25 H -3.14352 -0.64946 1.94077  C23 1.093
26 H -3.79337 0.57988 0.82473  C23 1.093
27 H -4.48737 -1.07113 0.84753  C23 1.093
28 H -3.04379 -0.73059 -0.89926  O24 0.972
29 C 0.68504 -1.77433 -4.34850  O30 1.416, H31 1.093, H32 1.093, H33 1.093
30 O -0.43659 -1.01547 -3.93571  C29 1.416, H34 0.972
31 H 0.99471 -2.42567 -3.52783  C29 1.093
32 H 0.41469 -2.38504 -5.21338  C29 1.093
33 H 1.50643 -1.10142 -4.60644  C29 1.093
34 H -0.68847 -0.44755 -4.68378  O30 0.972
35 C 0.28648 -0.09063 1.87015  O36 1.416, H37 1.093, H38 1.093, H39 1.093
36 O 1.22275 -0.49779 0.88937  C35 1.416, H40 0.972
37 H 0.71514 -0.25719 2.86119  C35 1.093
38 H 0.06528 0.97215 1.74515  C35 1.093
39 H -0.62871 -0.67886 1.76795  C35 1.093
40 H 0.81487 -0.33832 0.02116  O36 0.972
41 C 8.09037 -4.38318 -2.54846  O42 1.416, H43 1.093, H44 1.093, H45 1.093
42 O 7.72659 -5.68497 -2.12737  C41 1.416, H46 0.972
43 H 8.79737 -3.96202 -1.82983  C41 1.093
44 H 8.56244 -4.43609 -3.53254  C41 1.093
45 H 7.19984 -3.75151 -2.59303  C41 1.093
46 H 7.09920 -6.03287 -2.78382  O42 0.972
47 C 2.52265 2.02785 -1.43657  O48 1.416, H49 1.093, H50 1.093, H51 1.093
48 O 2.21471 2.13579 -0.05895  C47 1.416, H52 0.972
49 H 2.16785 2.92397 -1.95110  C47 1.093
50 H 3.60457 1.94178 -1.56344  C47 1.093
51 H 2.02487 1.14940 -1.85439  C47 1.093
52 H 2.54117 1.32708 0.37115  O48 0.972
53 C -3.40537 2.36112 3.27697  O54 1.416, H55 1.093, H56 1.093, H57 1.093
54 O -2.94838 2.09290 1.96414  C53 1.416, H58 0.972
55 H -4.25799 1.71385 3.49544  C53 1.093
56 H -2.60393 2.15794 3.99144  C53 1.093
57 H -3.71626 3.40619 3.34913  C53 1.093
58 H -2.19227 2.68158 1.79880  O54 0.972
59 C -2.85994 6.66564 3.05856  O60 1.416, H61 1.093, H62 1.093, H63 1.093
60 O -2.28607 5.50647 2.48297  C59 1.416, H64 0.972
61 H -3.92246 6.69866 2.80631  C59 1.093
62 H -2.74653 6.62863 4.14476  C59 1.093
63 H -2.36531 7.55465 2.65979  C59 1.093
64 H -1.34388 5.50434 2.72353  O60 0.972
65 C 2.22265 -4.31027 -7.20003  O66 1.416, H67 1.093, H68 1.093, H69 1.093
66 O 1.91471 -4.20233 -5.82242  C65 1.416, H70 0.972
67 H 1.86785 -3.41415 -7.71456  C65 1.093
68 H 3.30457 -4.39634 -7.32690  C65 1.093
69 H 1.72487 -5.18872 -7.61785  C65 1.093
70 H 2.24117 -5.01105 -5.39231  O66 0.972
71 C 8.78913 -7.97541 -4.02959  O72 1.416, H73 1.093, H74 1.093, H75 1.093
72 O 7.56384 -7.91369 -4.73610  C71 1.416, H76 0.972
73 H 8.98430 -7.00298 -3.57139  C71 1.093
74 H 8.72266 -8.73693 -3.24873  C71 1.093
75 H 9.59846 -8.21820 -4.72246  C71 1.093
76 H 7.41742 -8.78992 -5.13152  O72 0.972
77 C -3.24566 9.01890 6.25863  O78 1.416, H79 1.093, H80 1.093, H81 1.093
78 O -3.91647 8.74304 5.04281  C77 1.416, H82 0.972
79 H -2.52579 8.22111 6.45606  C77 1.093
80 H -2.71689 9.97162 6.17615  C77 1.093
81 H -3.97125 9.06197 7.07453  C77 1.093
82 H -4.54813 9.46726 4.89414  O78 0.972
83 C -5.86613 11.66412 6.79865  O84 1.416, H85 1.093, H86 1.093, H87 1.093
84 O -5.40914 11.39589 5.48583  C83 1.416, H88 0.972
85 H -6.71875 11.01684 7.01713  C83 1.093
86 H -5.06469 11.46093 7.51313  C83 1.093
87 H -6.17702 12.70919 6.87082  C83 1.093
88 H -4.65303 11.98457 5.32049  O84 0.972
89 C -4.19133 0.62387 -3.64947  O90 1.416, H91 1.093, H92 1.093, H93 1.093
90 O -3.61745 -0.53529 -4.22506  C89 1.416, H94 0.972
91 H -5.25384 0.65690 -3.90171  C89 1.093
92 H -4.07791 0.58687 -2.56327  C89 1.093
93 H -3.69669 1.51289 -4.04824  C89 1.093
94 H -2.67527 -0.53743 -3.98449  O90 0.972
95 C 7.06043 -0.33882 -3.09657  O96 1.416, H97 1.093, H98 1.093, H99 1.093
96 O 7.79637 -1.19678 -2.24416  C95 1.416, H100 0.972
97 H 7.25046 -0.62117 -4.13474  C95 1.093
98 H 5.99342 -0.43939 -2.88336  C95 1.093
99 H 7.37888 0.69441 -2.93822  C95 1.093
100 H 7.60796 -0.92236 -1.33050  O96 0.972
101 C -6.83285 5.43117 4.57675  O102 1.416, H103 1.093, H104 1.093, H105 1.093
102 O -6.27778 6.35895 3.66273  C101 1.416, H106 0.972
103 H -7.52439 4.77596 4.04185  C101 1.093
104 H -6.03377 4.83097 5.01867  C101 1.093
105 H -7.37479 5.96849 5.35881  C101 1.093
106 H -5.66891 6.92635 4.16565  O102 0.972
107 C -7.89408 -0.88207 1.56998  O108 1.416, H109 1.093, H110 1.093, H111 1.093
108 O -6.86182 0.02151 1.22029  C107 1.416, H112 0.972
109 H -7.62910 -1.37895 2.50622  C107 1.093
110 H -8.82991 -0.33384 1.70314  C107 1.093
111 H -8.00670 -1.63068 0.78199  C107 1.093
112 H -7.12471 0.44699 0.38636  O108 0.972

LUMO energy, eV: 1.39
Calculated total energy, hartree: -2525.6273
Gap between HOMO and LUMO, eV: 4.258
E_HOMO, eV: -2.87
Net charge: -1

Atomic partial charges in e from the Mulliken method, atoms 1 to 99: C -0.832; C 0.532; F -0.346; C -0.838; C 0.125; C -0.493; O -0.385; P 1.435; O -0.184; H 0.100; H 0.361; H 0.185; H 0.105; H 0.318; H 0.266; H 0.016; H 0.241; H 0.200; H -0.506; H -0.369; H -0.605; H -0.126; C -0.529; O -0.310; H 0.297; H 0.176; H 0.280; H 0.077; C -0.565; O -0.461; H 0.042; H 0.299; H 0.271; H 0.276; C -0.432; O -0.471; H 0.346; H 0.151; H 0.078; H 0.208; C -0.616; O -0.518; H 0.249; H 0.355; H 0.237; H 0.258; C -0.305; O -0.499; H 0.230; H 0.205; H 0.059; H 0.305; C -0.540; O -0.433; H 0.265; H 0.282; H 0.156; H 0.229; C -0.487; O -0.471; H 0.156; H 0.192; H 0.325; H 0.288; C -0.590; O -0.358; H 0.208; H 0.253; H 0.280; H 0.248; C -0.428; O -0.499; H 0.117; H 0.253; H 0.294; H 0.293; C -0.571; O -0.442; H 0.280; H 0.242; H 0.220; H 0.307; C -0.584; O -0.498; H 0.232; H 0.264; H 0.289; H 0.289; C -0.309; O -0.469; H 0.222; H 0.035; H 0.233; H 0.327; C -0.534; O -0.475; H 0.236; H 0.240; H 0.260